# 1
Here is an isolated molecule of C18H20ClF5NO7PS2 at a distorted geometry from OMol25. Energies are from the ωB97M-V functional and the def2-TZVPD basis.

Geometry (Å):
H 4.331 0.104 1.557
H 0.234 -3.751 -1.170
C -5.837 0.293 -1.575
F -1.810 3.322 1.729
O -0.738 0.701 0.422
N 0.422 2.623 1.102
C -3.137 1.795 0.616
C 3.304 0.008 -1.179
H 1.667 0.360 0.176
P 3.397 -1.653 -0.421
H -4.766 -0.006 2.986
C -5.278 0.116 0.866
H 0.623 -3.244 0.458
C -1.950 2.752 0.507
H 0.533 -5.019 0.086
O 0.126 -1.117 -1.199
H 4.293 0.450 -1.070
H 2.492 -4.796 -1.336
C -0.102 2.058 -1.344
C -3.421 1.246 1.875
S -0.947 -0.205 -0.921
H -6.142 -0.538 0.946
H 1.211 0.802 -2.529
H 3.101 -0.157 -2.244
O 2.686 -1.708 1.048
F -2.293 3.755 -0.327
H 2.982 -1.992 3.029
F -5.482 -0.944 -1.991
C -3.901 1.539 -0.521
C 0.809 -4.030 -0.282
C -4.529 0.398 2.010
C 2.305 -3.962 -0.646
C 1.109 3.563 0.732
O 4.832 -2.030 -0.328
O -1.022 1.087 -1.917
C 4.467 -0.579 2.402
C 3.609 -1.853 2.140
Cl -0.288 3.555 -2.311
F -7.130 0.224 -1.309
H -2.813 1.460 2.745
C 2.206 0.962 -0.554
S 2.211 4.593 0.268
C -0.530 2.092 0.128
O -2.195 -0.908 -0.860
C -4.985 0.659 -0.382
C 1.336 1.510 -1.710
H 1.886 2.353 -2.138
H 4.212 -0.100 3.346
H -3.635 1.995 -1.467
H 5.514 -0.891 2.358
H 2.758 1.773 -0.076
F -5.596 1.098 -2.604
H 4.222 -2.750 2.051
O 2.644 -2.764 -1.351
H 2.948 -4.157 0.218

Results
Energy above the lowest of the compared OMol25 structures with the same formula, charge and spin: 0.000 eV
Gap between HOMO and LUMO: 9.462 eV
SMILES: CCOP(=O)(CCC[C@@]1(Cl)OS(=O)(=O)O[C@]1(N=C=S)C(F)(F)c1cccc(C(F)(F)F)c1)OCC
Charge: 0
LUMO level: -0.6 eV
HOMO energy: -10.08 eV

Taken from the Löwdin analysis, the atomic charges in e are: atom 1 (H): 0.06, atom 2 (H): 0.07, atom 3 (C): -0.61, atom 4 (F): 0.10, atom 5 (O): -0.11, atom 6 (N): 0.17, atom 7 (C): -0.12, atom 8 (C): -0.17, atom 9 (H): 0.08, atom 10 (P): 0.56, atom 11 (H): 0.11, atom 12 (C): 0.00, atom 13 (H): 0.06, atom 14 (C): -0.40, atom 15 (H): 0.08, atom 16 (O): -0.21, atom 17 (H): 0.10, atom 18 (H): 0.12, atom 19 (C): -0.70, atom 20 (C): 0.01, atom 21 (S): 0.70, atom 22 (H): 0.13, atom 23 (H): 0.12, atom 24 (H): 0.10, atom 25 (O): -0.24, atom 26 (F): 0.08, atom 27 (H): 0.11, atom 28 (F): 0.14, atom 29 (C): 0.05, atom 30 (C): -0.07, atom 31 (C): -0.03, atom 32 (C): -0.28, atom 33 (C): -0.72, atom 34 (O): -0.28, atom 35 (O): -0.18, atom 36 (C): -0.06, atom 37 (C): -0.26, atom 38 (Cl): 0.80, atom 39 (F): 0.17, atom 40 (H): 0.12, atom 41 (C): -0.21, atom 42 (S): 0.81, atom 43 (C): -0.34, atom 44 (O): -0.19, atom 45 (C): -0.10, atom 46 (C): -0.17, atom 47 (H): 0.09, atom 48 (H): 0.07, atom 49 (H): 0.14, atom 50 (H): 0.08, atom 51 (H): 0.08, atom 52 (F): 0.16, atom 53 (H): 0.11, atom 54 (O): -0.20, atom 55 (H): 0.11



# 2
Here is a cluster of 2 separate species, C18H20ClNO2S in total at a distorted geometry from OMol25. Energies are from the ωB97M-V functional and the def2-TZVPD basis.

Geometry (Å):
C 1.508 -3.000 0.836
C -0.458 3.430 -3.781
O 2.227 2.741 -1.033
H 4.516 -3.368 2.400
H -2.645 -0.440 1.961
C 1.146 -1.718 1.320
C -2.584 -3.557 2.501
C 3.240 -1.620 2.539
H -0.358 -0.163 0.814
H -2.861 -1.106 0.336
C -0.749 5.831 -3.952
O 1.922 1.559 -3.251
H -2.836 -4.536 2.090
C 3.566 -2.909 2.104
H -2.636 -3.617 3.589
C -1.046 4.541 -4.395
C -3.493 -2.440 1.962
Cl 0.397 -0.517 -1.777
H -4.099 -2.023 2.771
C 0.444 3.604 -2.735
H 1.421 5.017 -1.451
S 1.372 2.189 -2.068
H -1.200 6.696 -4.432
C -1.145 -3.216 2.110
H 0.856 -3.505 0.122
C 0.741 4.890 -2.288
C -2.582 -1.363 1.366
H -1.727 4.396 -5.232
C 0.164 6.001 -2.910
C 2.650 -3.622 1.319
H -0.709 2.422 -4.097
N -1.230 -1.922 1.419
H -4.174 -2.832 1.199
H 0.444 7.001 -2.586
H 2.834 -4.675 1.102
H 0.407 1.254 -0.108
C -0.180 -1.201 1.075
H -0.699 -3.991 1.468
H -0.494 -3.177 3.001
H 3.928 -1.086 3.197
C 0.343 1.072 -1.183
H 1.740 -0.023 2.519
C 2.038 -1.016 2.161

Results
Energy above the lowest of the compared OMol25 structures with the same formula, charge and spin: 5.432 eV
Gap between HOMO and LUMO: 4.254 eV
Charge: 0
LUMO level: -1.5 eV
HOMO energy: -5.71 eV

Taken from the Löwdin analysis, the atomic charges in e are: atom 1 (C): -0.05, atom 2 (C): -0.07, atom 3 (O): -0.38, atom 4 (H): 0.11, atom 5 (H): 0.14, atom 6 (C): -0.22, atom 7 (C): -0.14, atom 8 (C): -0.06, atom 9 (H): 0.10, atom 10 (H): 0.14, atom 11 (C): -0.10, atom 12 (O): -0.37, atom 13 (H): 0.11, atom 14 (C): -0.06, atom 15 (H): 0.11, atom 16 (C): -0.09, atom 17 (C): -0.14, atom 18 (Cl): 0.54, atom 19 (H): 0.11, atom 20 (C): -0.27, atom 21 (H): 0.10, atom 22 (S): 0.54, atom 23 (H): 0.10, atom 24 (C): -0.11, atom 25 (H): 0.12, atom 26 (C): -0.07, atom 27 (C): -0.10, atom 28 (H): 0.10, atom 29 (C): -0.09, atom 30 (C): -0.06, atom 31 (H): 0.11, atom 32 (N): -0.02, atom 33 (H): 0.12, atom 34 (H): 0.10, atom 35 (H): 0.11, atom 36 (H): -0.03, atom 37 (C): -0.01, atom 38 (H): 0.12, atom 39 (H): 0.15, atom 40 (H): 0.11, atom 41 (C): -0.84, atom 42 (H): 0.13, atom 43 (C): 0.00



# 3
Here is a structure of composition C18H20F11N4O2PRuS2SbSe from OMol25. Energies are from the ωB97M-V functional and the def2-TZVPD basis.

Geometry (Å):
F -4.797 -5.245 -1.145
C 2.223 2.635 -2.232
C -2.238 -3.799 2.135
H -2.702 -1.676 1.768
H 2.638 3.614 -1.988
F 1.723 1.987 2.103
H -0.900 -5.448 2.096
C -2.510 -4.770 -1.379
C -1.254 5.633 0.363
C -0.175 -3.594 1.405
H 1.839 -5.722 1.084
N 1.727 -2.642 0.401
C -3.828 -4.354 -1.291
C -1.766 -2.470 -1.551
C 0.950 5.250 1.577
P -0.672 2.510 0.323
H -1.007 5.247 2.458
H -1.181 6.715 0.467
F -5.384 -2.596 -1.245
H 3.614 -2.294 -0.554
C -3.095 -2.082 -1.464
H 1.414 4.681 2.381
S -2.275 1.877 -0.618
Sb 3.085 0.768 1.665
F 1.861 -0.625 2.286
H 2.406 2.441 -3.289
H 0.306 1.636 -2.161
H -3.103 -4.285 2.548
C 2.954 -3.003 -0.089
Se -0.358 -1.175 -1.673
H -0.800 5.361 -0.591
Ru 0.477 -0.941 0.524
H -1.061 3.697 -2.576
F 4.247 -0.588 1.108
N 2.008 -4.774 0.792
C 3.148 -4.326 0.163
H 0.131 3.461 -3.852
H -2.311 5.364 0.352
F -2.214 -6.068 -1.303
C 1.179 -3.728 0.917
F 3.892 0.944 3.324
H 0.434 4.664 -2.597
F -3.425 -0.791 -1.462
S -0.857 0.618 1.180
C 0.735 2.624 -1.989
O -0.763 3.506 1.496
H 2.736 1.881 -1.644
C -0.533 4.977 1.517
H 3.977 -4.977 -0.045
C -1.506 -3.832 -1.525
O 0.557 2.911 -0.536
C 0.007 3.679 -2.791
C -2.025 -2.512 1.749
F 4.035 2.078 0.746
H 1.440 4.997 0.638
F 2.057 0.405 -0.010
F -0.248 -4.286 -1.607
N -1.057 -4.471 1.913
C -4.124 -3.002 -1.343
H 1.101 6.313 1.773
N -0.735 -2.399 1.295

Results
Energy above the lowest of the compared OMol25 structures with the same formula, charge and spin: 0.098 eV
Gap between HOMO and LUMO (spin up / spin down): 5.932 / 5.932 eV
Charge: +1
LUMO level (spin up / spin down): -5.0 / -5.0 eV
HOMO energy (spin up / spin down): -10.96 / -10.96 eV

Taken from the Löwdin analysis, the atomic charges in e are: atom 1 (F): 0.15, atom 2 (C): -0.03, atom 3 (C): -0.03, atom 4 (H): 0.12, atom 5 (H): 0.10, atom 6 (F): -0.34, atom 7 (H): 0.18, atom 8 (C): -0.15, atom 9 (C): -0.04, atom 10 (C): -0.24, atom 11 (H): 0.17, atom 12 (N): -0.03, atom 13 (C): -0.13, atom 14 (C): -0.45, atom 15 (C): -0.03, atom 16 (P): 0.00, atom 17 (H): 0.15, atom 18 (H): 0.10, atom 19 (F): 0.14, atom 20 (H): 0.12, atom 21 (C): -0.26, atom 22 (H): 0.09, atom 23 (S): 0.46, atom 24 (Sb): 1.43, atom 25 (F): -0.41, atom 26 (H): 0.10, atom 27 (H): 0.08, atom 28 (H): 0.13, atom 29 (C): -0.07, atom 30 (Se): 0.80, atom 31 (H): 0.07, atom 32 (Ru): 0.69, atom 33 (H): 0.06, atom 34 (F): -0.32, atom 35 (N): 0.15, atom 36 (C): -0.02, atom 37 (H): 0.10, atom 38 (H): 0.09, atom 39 (F): 0.13, atom 40 (C): -0.26, atom 41 (F): -0.31, atom 42 (H): 0.09, atom 43 (F): 0.05, atom 44 (S): 0.47, atom 45 (C): -0.42, atom 46 (O): -0.26, atom 47 (H): 0.06, atom 48 (C): -0.37, atom 49 (H): 0.13, atom 50 (C): -0.26, atom 51 (O): -0.26, atom 52 (C): -0.05, atom 53 (C): -0.09, atom 54 (F): -0.31, atom 55 (H): 0.08, atom 56 (F): -0.46, atom 57 (F): 0.08, atom 58 (N): 0.15, atom 59 (C): -0.14, atom 60 (H): 0.10, atom 61 (N): -0.06



# 4
Here is an isolated molecule of C18H20F2N2O4 at a distorted geometry from OMol25. Energies are from the ωB97M-V functional and the def2-TZVPD basis.

Geometry (Å):
H 2.840 0.998 -1.507
H 4.717 -1.556 2.330
C 1.778 0.750 -1.435
H 1.806 -0.829 -2.921
H -1.512 0.712 2.338
C 5.940 0.007 -0.318
N -0.939 1.263 -0.827
H 6.597 0.857 -0.507
H -3.641 3.555 0.963
H 4.793 -2.319 0.735
C 1.286 0.106 -2.728
H 1.464 0.780 -3.562
C 4.886 -1.374 1.272
H 2.346 -1.847 0.592
C 6.242 -0.735 0.980
H -6.731 -1.126 -2.139
C -4.822 -0.265 1.083
F -4.192 -0.015 2.254
O 0.545 -0.935 1.508
F -6.210 -3.142 -0.586
C -5.813 0.423 -0.975
H 0.220 -0.089 -2.659
H 3.092 -1.445 -0.984
C 3.888 -0.352 0.702
O -4.823 2.085 0.335
C -5.858 -1.868 -0.334
H -6.048 1.219 -1.663
C -1.531 1.034 1.320
N 1.627 -0.137 -0.301
H -4.926 -2.348 1.542
C -3.710 2.474 1.122
C -5.177 -1.578 0.830
H 5.989 -0.680 -1.177
H 7.043 -1.462 0.870
C -5.115 0.763 0.186
C -6.192 -0.876 -1.240
H 3.465 0.279 1.494
H -3.867 2.275 2.187
C -0.582 0.717 0.309
H 1.213 1.665 -1.256
O -2.083 1.942 -0.614
C -2.446 1.812 0.675
H 6.506 -0.024 1.763
C 2.728 -1.040 -0.037
O 4.626 0.506 -0.167
C 0.580 -0.181 0.546

Results
Energy above the lowest of the compared OMol25 structures with the same formula, charge and spin: 0.031 eV
Gap between HOMO and LUMO: 9.629 eV
SMILES: CCN(C[C@H]1CCCO1)C(=O)c1cc(COc2ccc(F)cc2F)on1
Charge: 0
LUMO level: 0.8 eV
HOMO energy: -8.86 eV

Taken from the Löwdin analysis, the atomic charges in e are: atom 1 (H): 0.11, atom 2 (H): 0.12, atom 3 (C): -0.21, atom 4 (H): 0.07, atom 5 (H): 0.12, atom 6 (C): -0.20, atom 7 (N): 0.12, atom 8 (H): 0.12, atom 9 (H): 0.14, atom 10 (H): 0.12, atom 11 (C): -0.07, atom 12 (H): 0.07, atom 13 (C): -0.13, atom 14 (H): 0.13, atom 15 (C): -0.15, atom 16 (H): 0.12, atom 17 (C): -0.19, atom 18 (F): 0.07, atom 19 (O): 0.06, atom 20 (F): 0.06, atom 21 (C): 0.02, atom 22 (H): 0.06, atom 23 (H): 0.14, atom 24 (C): -0.30, atom 25 (O): -0.01, atom 26 (C): -0.28, atom 27 (H): 0.13, atom 28 (C): 0.07, atom 29 (N): -0.04, atom 30 (H): 0.14, atom 31 (C): -0.09, atom 32 (C): 0.08, atom 33 (H): 0.12, atom 34 (H): 0.11, atom 35 (C): -0.21, atom 36 (C): 0.00, atom 37 (H): 0.16, atom 38 (H): 0.13, atom 39 (C): -0.16, atom 40 (H): 0.11, atom 41 (O): 0.05, atom 42 (C): -0.23, atom 43 (H): 0.11, atom 44 (C): -0.09, atom 45 (O): -0.12, atom 46 (C): -0.40



# 5
Here is a structure of composition C18H20F2N4O3S at a distorted geometry from OMol25. Energies are from the ωB97M-V functional and the def2-TZVPD basis.

Geometry (Å):
H 2.740 0.302 -1.418
H 1.224 -2.865 2.708
H -2.524 2.019 1.422
C 3.872 0.063 0.142
C 1.742 -2.852 1.716
H -4.752 0.834 1.139
F 2.335 -0.619 2.642
H -5.034 -2.256 -1.119
C 2.485 -1.334 1.516
O 2.011 2.531 0.375
C 2.416 -3.201 -0.713
H -3.207 -0.443 1.601
H 1.184 -4.415 0.775
C 1.104 3.611 0.324
C -0.084 1.492 1.621
H -4.428 -0.083 -1.282
C -3.972 -0.636 -0.596
H 4.255 2.244 -2.111
H 0.761 1.410 1.931
C -0.324 0.808 0.195
C 2.890 2.832 -0.660
N 1.277 4.418 -0.739
N 2.354 4.055 -1.125
C -1.810 -0.069 -1.395
H -2.232 0.536 -2.183
C 3.051 -2.135 -0.439
H 4.884 2.485 -0.376
C 3.152 -1.105 0.442
N -1.611 0.667 -0.077
H -0.941 1.483 2.385
H -3.311 2.081 -0.244
H 2.393 -4.113 -1.403
H -5.775 -1.508 0.224
N 3.561 0.780 -0.787
F 3.809 -1.925 -1.744
H -0.892 -0.402 -1.767
C -3.738 0.304 0.673
O 0.599 0.253 -0.298
O 4.631 0.543 1.179
C 1.808 -3.584 0.693
H -2.087 -1.872 -0.438
C -2.706 1.377 0.121
H -3.005 -1.632 -2.135
S -0.223 3.171 1.266
C 4.096 2.216 -1.147
H -4.367 -2.404 0.534
C -2.688 -1.310 -1.299
C -4.920 -1.748 -0.127

Results
Gap between HOMO and LUMO: 8.313 eV
Charge: 0
LUMO level: 0.3 eV
HOMO energy: -8.05 eV

Taken from the Löwdin analysis, the atomic charges in e are: atom 1 (H): 0.24, atom 2 (H): 0.13, atom 3 (H): 0.17, atom 4 (C): -0.45, atom 5 (C): 0.03, atom 6 (H): 0.16, atom 7 (F): 0.10, atom 8 (H): 0.10, atom 9 (C): -0.10, atom 10 (O): 0.01, atom 11 (C): 0.05, atom 12 (H): 0.18, atom 13 (H): 0.08, atom 14 (C): -0.57, atom 15 (C): -0.33, atom 16 (H): 0.08, atom 17 (C): -0.36, atom 18 (H): 0.08, atom 19 (H): -0.05, atom 20 (C): -0.48, atom 21 (C): -0.23, atom 22 (N): 0.03, atom 23 (N): -0.01, atom 24 (C): -0.12, atom 25 (H): 0.13, atom 26 (C): -0.18, atom 27 (H): 0.17, atom 28 (C): -0.14, atom 29 (N): -0.06, atom 30 (H): 0.11, atom 31 (H): 0.08, atom 32 (H): 0.16, atom 33 (H): 0.00, atom 34 (N): 0.11, atom 35 (F): -0.08, atom 36 (H): 0.09, atom 37 (C): -0.13, atom 38 (O): 0.10, atom 39 (O): -0.05, atom 40 (C): -0.10, atom 41 (H): 0.18, atom 42 (C): -0.23, atom 43 (H): 0.04, atom 44 (S): 1.03, atom 45 (C): 0.05, atom 46 (H): 0.08, atom 47 (C): -0.07, atom 48 (C): -0.07